C64H166N10O24 | ωB97M-V with the def2-TZVPD basis set

Highest occupied orbital energy = -8.6 eV
LUMO level = 0.295 eV
Gap between HOMO and LUMO = 8.893 eV
Spin multiplicity = 1
ΔE to the lowest compared entry with this formula, charge and spin = 281.4 kJ/mol

Positions of all 264 atoms, in Å:
O  -13.15638  -4.15124  2.24660
O  5.00605  9.18847  3.14638
O  3.32969  -7.67446  4.01913
O  -4.00743  12.10557  -10.21645
O  7.24407  16.01586  2.52771
O  -7.51787  6.64529  10.40758
O  -2.87786  3.94836  5.56523
O  3.53941  -10.39645  -6.78513
O  4.00660  3.41448  12.37221
O  10.98779  0.80163  -5.93151
O  -1.61134  -1.13564  2.03152
O  8.89354  -3.74048  -4.44025
O  -2.32568  3.72378  -10.82609
O  -8.90915  -9.22895  -5.39233
O  -7.93434  -0.00206  10.19263
O  -1.53139  9.48957  -5.54058
O  7.69948  -13.28440  -10.48790
O  1.92066  2.74587  -7.25044
O  -2.46143  -12.11110  0.89099
O  -9.60207  -1.16548  -2.03110
O  0.89068  -6.43470  7.20738
O  -1.79902  -3.33956  -1.08551
O  3.90199  5.90260  16.79608
O  -3.33198  -4.86532  -7.73978
N  -8.28792  3.03053  9.80804
N  5.32537  3.65601  15.15876
N  6.47988  -12.21788  -7.79320
N  6.34793  12.68192  3.66040
N  -10.08268  -2.72689  0.59243
N  -3.48540  -3.21220  1.30581
N  -2.74494  10.27519  -8.16223
N  8.43412  -0.49182  -4.41555
N  -1.10999  2.23906  -8.58407
N  1.15863  -8.76226  5.09052
C  -1.36796  3.62106  -11.87521
C  -1.79008  1.58066  -9.70044
C  -2.56462  11.80376  -10.13638
C  2.36679  -9.52216  5.35270
C  5.83718  8.22450  2.57565
C  5.46524  -12.00538  -6.71641
C  -7.37411  -10.48275  -6.76309
C  -7.89541  -1.35158  9.76068
C  -0.45045  -0.63575  1.40543
C  -3.03099  -2.95010  2.73363
C  -0.51107  -3.83480  -0.79893
C  -9.17363  2.08682  10.50794
C  -8.59360  -0.76674  -2.91980
C  2.22973  4.08963  -6.96198
C  4.92809  -10.51215  -6.57327
C  9.73673  0.33116  -6.48583
C  5.62471  10.27648  3.89113
C  8.86143  -2.80937  -3.37883
C  6.02204  11.44766  2.92936
C  0.65956  -7.85001  7.42434
C  -0.06970  1.47174  -8.00383
C  5.00247  2.57029  12.90682
C  3.85183  -6.87337  5.07273
C  -9.36162  -0.62881  -0.70302
C  -14.54911  -4.23054  1.88038
C  -10.30989  -1.24765  0.40293
C  -12.38414  -3.24992  1.39478
C  -2.08268  -5.47279  -9.58282
C  -3.14793  -4.49331  0.65983
C  7.18902  -11.95099  -10.24589
C  5.03485  2.44225  14.46297
C  -2.76811  9.02108  -6.07002
C  9.95098  -4.73735  -4.36769
C  -2.67849  8.93037  -7.60289
C  2.70600  -11.00410  -5.79908
C  -9.17463  0.64704  9.90347
C  0.20271  -8.64820  6.19502
C  6.05034  -11.89647  -9.15176
C  -8.41094  4.33392  10.46224
C  -2.49213  10.33041  -9.61757
C  9.12012  -0.80117  -5.68440
C  6.83727  13.66857  2.76379
C  -2.22441  -5.63878  -8.08009
C  -1.57907  -2.35863  2.69691
C  6.79988  15.04052  3.46145
C  0.60206  2.34164  -6.89286
C  11.93541  1.31135  -6.81783
C  -7.62860  -9.13575  -5.98147
C  -10.88397  -3.28978  1.70183
C  -2.88958  -4.24895  -0.83238
C  4.91807  4.99046  17.25844
C  -7.16150  7.69051  9.53049
C  7.42387  17.25276  3.12426
C  8.66124  -13.31078  -11.53159
C  4.82339  3.60941  16.57455
C  7.82669  -1.67919  -3.83712
C  1.64558  -5.71220  8.18040
C  3.33288  -9.17129  4.22101
C  -1.21429  9.04969  -4.25115
C  3.93584  3.27279  10.90625
C  -2.86506  2.42551  -10.36236
C  3.95489  7.21818  17.29877
C  -4.26505  13.44233  -10.64444
C  -7.49184  5.30817  9.83184
H  5.87210  1.75580  14.58912
H  3.87822  -5.80996  4.83488
H  -3.68541  -2.15645  3.09413
H  0.22994  -0.35265  2.20857
H  -9.45224  4.64637  10.38366
H  4.06766  2.03154  14.75271
H  -12.63844  -3.34413  0.33905
H  9.23932  -12.38778  -11.48681
H  3.02421  -9.68734  3.31188
H  -10.47249  -4.29896  1.72023
H  -1.69496  8.52698  -7.84382
H  -9.31624  0.54278  8.82775
H  4.73549  4.90060  18.32928
H  -9.59200  0.42362  -0.86863
H  7.80785  13.38010  2.36024
H  -8.29830  -0.60112  -0.46494
H  -9.99301  0.16379  10.43714
H  9.83792  -2.41395  -3.09917
H  -4.00593  14.12069  -9.83156
H  -7.87275  -1.46444  8.67678
H  2.46757  -10.27376  -5.02587
H  0.54704  1.89748  -5.89898
H  -3.43117  1.97589  -11.17811
H  5.91983  5.41655  17.20352
H  -1.18199  7.96756  -4.12446
H  -3.92390  -5.24020  0.82752
H  -7.60805  -1.11721  -2.61326
H  -8.53277  0.30403  -3.11432
H  1.65744  -4.65178  7.92847
H  1.55864  -7.91575  4.71170
H  1.50061  -8.39214  7.85659
H  11.55822  2.23980  -7.24654
H  -2.04130  12.42516  -9.40969
H  -0.15917  -4.43830  -1.63562
H  -12.67201  -2.22421  1.62532
H  -6.21585  7.50836  9.01992
H  -2.00969  12.01204  -11.05113
H  0.01639  -1.39371  0.77642
H  -6.77769  -11.13154  -6.12165
H  -2.91961  3.29359  4.86826
H  -2.28617  0.69298  -9.30800
H  -0.51217  -4.44861  0.10181
H  4.55763  -12.54659  -6.98370
H  1.83028  -11.29356  -6.37997
H  -6.45525  4.97120  9.82535
H  3.31531  4.16328  -7.02674
H  1.18062  -5.88458  9.15107
H  6.86603  11.03285  2.37825
H  3.78973  3.26368  16.58539
H  5.16550  11.55402  2.26368
H  -3.65305  10.70375  -8.05378
H  7.45027  14.97547  4.33372
H  5.40178  -9.84906  -7.29717
H  -10.62221  -2.89181  2.68224
H  -1.02152  1.22608  -10.38724
H  9.14418  1.22378  -6.68634
H  6.45545  9.95537  4.51952
H  9.81461  -5.47829  -3.57996
H  8.33326  -1.27024  -6.27510
H  5.28600  7.41096  2.10400
H  -0.91046  -3.01736  2.14272
H  -9.12206  -2.84137  0.88260
H  3.73916  2.22522  10.67822
H  -15.08426  -4.93931  2.51234
H  -7.88583  7.84312  8.73039
H  -2.04160  9.30041  -3.58722
H  -3.03515  -4.43354  -6.93537
H  -14.64412  -4.59735  0.85835
H  4.32830  -9.53474  4.47626
H  9.88463  -1.54478  -5.45928
H  -10.21124  2.41855  10.54566
H  6.78821  -13.17752  -7.72903
H  1.79201  4.74707  -7.71316
H  6.66734  17.59545  3.83019
H  -1.15875  -5.94948  -9.91025
H  4.86523  -7.24632  5.22109
H  -8.21983  4.18591  11.52510
H  -3.73848  -3.81987  -1.36468
H  9.95687  -0.04266  -7.48578
H  -0.04597  -9.67705  6.45526
H  -0.00434  3.23930  -6.77215
H  -5.32016  13.69813  -10.74138
H  -11.34759  -1.07222  0.11920
H  12.41514  0.81626  -7.66214
H  -2.60333  -5.15311  -1.36965
H  7.38133  18.05711  2.38987
H  4.79114  4.38425  14.70669
H  7.65426  0.07937  -4.70822
H  5.53011  13.02523  4.14354
H  -2.85947  -6.03154  -10.10482
H  8.34643  17.27472  3.70433
H  8.03203  -11.33784  -9.92735
H  5.19950  -12.51301  -9.44170
H  4.78897  1.58121  12.50157
H  -3.15042  -2.52838  0.64227
H  5.34960  2.79818  17.07766
H  7.26210  -1.36944  -2.95769
H  6.35630  7.70354  3.38013
H  3.64161  7.24308  18.34248
H  6.54143  8.59623  1.83137
H  3.11913  -11.89037  -5.31746
H  -8.96201  1.93393  11.56621
H  -0.34934  9.56897  -3.83846
H  -7.31463  2.76104  9.82145
H  -1.48760  9.91332  -9.68871
H  -8.70613  -2.00452  10.08395
H  8.49502  -3.35926  -2.51196
H  4.93002  7.70346  17.25726
H  -7.63283  -8.26145  -6.63238
H  2.11724  -10.58166  5.41021
H  -9.22307  -8.37236  -5.09348
H  2.62550  -6.18951  8.18673
H  3.16907  3.92862  10.49389
H  -2.30640  -6.67286  -7.74534
H  -1.83104  3.26045  -12.79369
H  -1.33561  -5.22886  -7.60041
H  0.25471  -3.07105  -0.66335
H  -0.48627  3.07168  -11.54521
H  -3.14923  -3.87658  3.29556
H  -7.71867  5.29641  8.76577
H  8.21194  -13.39691  -12.52094
H  -6.63076  -10.32455  -7.54443
H  9.38893  -14.12074  -11.48148
H  5.80900  15.28633  3.84334
H  -15.09321  -3.30273  2.05705
H  -2.03383  -4.42810  -9.88996
H  9.98457  -5.35438  -5.26560
H  -2.14026  -11.67913  1.68249
H  4.89920  3.45789  10.43109
H  6.13222  13.69072  1.93282
H  -3.01585  8.05063  -5.63995
H  -7.08701  8.65999  10.02308
H  -1.09226  -2.11334  3.64081
H  -2.99385  3.44729  6.37251
H  -0.46578  0.65431  -7.40131
H  5.83448  -12.27145  -5.72597
H  5.68088  -10.87455  -9.23686
H  -3.77390  13.73990  -11.57089
H  6.73078  -11.61552  -11.17625
H  -8.79946  -1.28087  -3.85863
H  -8.18988  -11.03239  -7.23269
H  0.66215  1.04466  -8.68946
H  10.91968  -4.29517  -4.13488
H  -7.04326  -1.95519  10.07307
H  -3.46203  9.79359  -5.73867
H  -3.42385  8.25097  -8.01637
H  -1.13282  4.66292  -12.09279
H  5.97123  2.89142  12.52407
H  2.73143  -9.19732  6.32718
H  12.80317  1.61431  -6.23191
H  -0.71655  0.27615  0.87089
H  7.08969  -2.14343  -4.49243
H  5.19662  -9.97087  -5.66606
H  1.98678  4.41950  -5.95190
H  -2.25666  -4.95354  1.08636
H  -0.09808  -8.02643  8.18785
H  4.88251  10.60971  4.61652
H  -10.21608  -0.58845  1.26591
H  -0.69377  3.07537  -8.96806
H  -3.20239  9.70630  -10.15990
H  -0.65965  -8.23041  5.67551
H  3.28407  7.90320  16.78025
H  -3.62173  2.67477  -9.61843
H  -1.85437  -12.83783  0.75106
H  -6.91965  -8.90617  -5.18599
H  3.27571  -6.92739  5.99645

Cartesian forces (eV/Å) of the 2 atoms listed first:
0.07 0.40 -0.77
-0.37 1.17 0.42